{"formula": "C9H14", "method": "ωB97M-V/def2-TZVPD", "elements": ["C", "C", "C", "C", "C", "C", "C", "H", "H", "H", "H", "H", "H", "H", "H", "C", "C", "H", "H", "H", "H", "H", "H"], "xyz": [[2.9835, -1.5531, -0.2089], [1.7485, -0.7931, 0.1908], [1.6441, -0.2096, 1.4508], [0.7004, 0.7868, 1.7035], [-0.0879, 1.3138, 0.7001], [0.1752, 0.8976, -0.6001], [1.0010, -0.1844, -0.8292], [3.8011, -0.8601, -0.3791], [2.8680, -2.0595, -1.1726], [3.2999, -2.3205, 0.5024], [2.1605, -0.6359, 2.3002], [0.5367, 0.9802, 2.7576], [-0.8668, 2.0215, 0.9520], [-0.2362, 1.4045, -1.4646], [1.0750, -0.5651, -1.8417], [-3.6608, 0.0387, -0.2454], [-3.1073, 0.0245, -1.6467], [-4.3445, -0.7915, -0.0718], [-2.8807, -0.0869, 0.5131], [-4.1903, 0.9428, 0.0742], [-2.4272, -0.8125, -1.7886], [-3.8675, -0.0133, -2.4240], [-2.5617, 0.9310, -1.9121]], "atomic_forces_ev_per_a": [[-0.2, -1.1, -0.3], [0.9, 1.7, -0.5], [-0.8, -0.5, 0.0], [-0.1, -1.1, 0.7], [0.4, 0.2, 0.1], [-0.4, -0.1, -0.2], [0.1, -0.3, 0.0], [0.2, 0.2, 0.3], [-0.2, 0.0, 0.1], [0.0, 0.2, 0.1], [0.4, 0.1, -0.1], [-0.1, 0.5, -0.1], [0.1, 0.2, -0.2], [-0.4, -0.1, 0.2], [0.3, 0.1, 0.0], [-0.1, -0.1, 1.0], [0.1, 0.5, -0.6], [-0.1, -0.1, -0.1], [0.2, 0.0, -0.2], [0.0, 0.0, -0.5], [0.0, -0.1, 0.0], [-0.3, -0.3, 0.1], [0.2, 0.0, 0.3]], "lowdin_charge": [-0.064, -0.269, -0.061, -0.096, -0.096, -0.101, -0.061, 0.082, 0.074, 0.077, 0.107, 0.100, 0.103, 0.097, 0.109, -0.175, -0.178, 0.060, 0.053, 0.065, 0.064, 0.060, 0.048], "lumo_energy_ha": 0.0373, "homo_energy_ev": -9.000, "relative_energy_kj_mol": 52.6, "gap_ev": 10.02, "smiles": "Cc1ccccc1.CC"}

***

{"formula": "C27H34BBr2N8STi", "method": "ωB97M-V/def2-TZVPD", "elements": ["Ti", "C", "C", "C", "C", "C", "N", "N", "B", "N", "N", "C", "C", "C", "C", "C", "N", "N", "C", "C", "C", "C", "C", "H", "H", "H", "H", "H", "H", "H", "H", "H", "H", "H", "H", "H", "H", "H", "H", "H", "H", "H", "H", "H", "H", "Br", "C", "C", "C", "N", "C", "C", "C", "C", "C", "Br", "C", "C", "N", "H", "H", "H", "H", "H", "H", "C", "S", "C", "H", "H", "H", "H", "H", "H"], "xyz": [[-0.4928, 0.3519, 0.2298], [-3.4724, -0.2544, 2.2191], [-2.3527, -1.2341, 2.1609], [-2.2105, -2.4805, 2.7620], [-1.0013, -2.9938, 2.3025], [-0.3571, -4.2802, 2.6448], [-0.4575, -2.0845, 1.4687], [-1.2745, -1.0032, 1.3994], [0.7347, -2.2209, 0.4833], [0.1376, -2.0058, -0.9342], [-0.8280, -1.0654, -1.1207], [-1.4736, -1.3468, -2.2612], [-2.7123, -0.6217, -2.6527], [-0.8690, -2.4526, -2.8566], [0.1384, -2.8505, -1.9882], [1.0654, -3.9906, -2.1497], [1.7318, -1.0849, 0.8068], [1.2824, 0.1833, 0.9845], [2.3292, 0.9488, 1.3475], [2.1950, 2.3968, 1.6648], [3.4652, 0.1510, 1.3964], [3.0544, -1.1321, 1.0433], [3.8890, -2.3440, 0.8892], [-4.4234, -0.7779, 2.2994], [-3.3823, 0.3994, 3.0887], [-3.4670, 0.3584, 1.3086], [-2.8940, -2.9578, 3.4333], [-0.9027, -4.7625, 3.4492], [-0.3450, -4.9549, 1.7909], [0.6721, -4.1194, 2.9581], [1.2414, -3.2761, 0.5727], [-2.9829, 0.1033, -1.8777], [-2.6095, -0.1166, -3.6116], [-3.5223, -1.3447, -2.7546], [-1.1312, -2.9193, -3.7846], [0.9963, -4.3680, -3.1652], [2.0934, -3.7032, -1.9452], [0.8011, -4.7980, -1.4703], [1.3870, 2.8522, 1.0824], [1.9876, 2.5294, 2.7294], [3.1324, 2.9102, 1.4595], [4.4611, 0.4553, 1.6471], [4.9197, -2.1212, 1.1511], [3.5356, -3.1514, 1.5270], [3.8581, -2.6894, -0.1435], [-2.8255, 5.0749, 4.2673], [-2.1512, 3.7271, 3.1323], [-1.4035, 2.6571, 3.6695], [-0.8906, 1.7141, 2.8206], [-1.0516, 1.7512, 1.4807], [-1.7739, 2.7916, 0.9529], [-2.3441, 3.7784, 1.7657], [-1.7678, 2.8042, -0.4916], [-2.3937, 3.7718, -1.2861], [-2.1751, 3.7805, -2.6510], [-2.9727, 5.0807, -3.7569], [-1.3402, 2.7924, -3.2057], [-0.8167, 1.8332, -2.3784], [-1.0100, 1.8016, -1.0452], [-1.2473, 2.5947, 4.7331], [-0.3038, 0.8873, 3.2099], [-2.9129, 4.5872, 1.3336], [-3.0379, 4.5127, -0.8408], [-1.1388, 2.7862, -4.2640], [-0.1878, 1.0509, -2.7860], [2.6684, -0.1207, -3.5285], [2.2205, 0.6081, -1.9266], [3.4840, 1.9071, -1.8396], [2.6453, 0.6446, -4.2997], [1.9447, -0.8992, -3.7478], [3.6668, -0.5415, -3.4616], [4.4587, 1.4546, -1.6812], [3.2247, 2.5427, -1.0014], [3.4849, 2.4912, -2.7556]], "atomic_forces_ev_per_a": [[1.3, -0.3, -0.5], [0.1, 0.1, 0.0], [0.3, -0.2, 0.0], [0.2, 0.1, -0.2], [-0.2, 0.3, 0.0], [0.1, -0.1, -0.1], [-0.1, -0.8, 0.3], [-0.9, -0.9, 1.1], [-0.3, 0.3, 0.0], [0.1, -0.6, -0.3], [-0.7, -0.8, -1.6], [0.3, -0.2, 0.2], [0.0, 0.1, 0.1], [0.1, 0.2, 0.3], [-0.3, 0.4, -0.2], [0.1, -0.2, 0.2], [0.9, -0.6, 0.2], [1.3, 0.1, 0.6], [0.5, -0.2, 0.1], [-0.1, 0.0, -0.1], [-0.5, 0.2, -0.1], [-0.4, 0.4, -0.1], [-0.1, -0.2, 0.0], [0.0, 0.1, -0.1], [0.0, 0.0, 0.0], [-0.2, -0.1, 0.2], [-0.1, -0.1, 0.1], [0.0, 0.0, 0.1], [0.0, -0.1, -0.1], [0.1, -0.1, 0.1], [0.2, -0.3, 0.0], [-0.1, -0.1, -0.2], [0.0, 0.1, 0.0], [0.0, 0.1, 0.0], [-0.1, -0.1, -0.2], [0.0, 0.0, 0.0], [0.1, 0.0, 0.0], [0.0, -0.1, 0.1], [0.2, 0.1, 0.1], [-0.1, 0.1, 0.0], [-0.1, 0.1, -0.1], [0.2, 0.1, 0.1], [0.0, 0.0, 0.0], [0.0, -0.1, 0.0], [0.0, -0.1, 0.0], [0.2, -0.5, -0.4], [0.4, -0.4, 0.6], [-0.5, 0.9, -0.1], [0.1, -0.2, -0.2], [-1.7, 2.7, 1.7], [0.3, -0.1, 1.8], [0.1, -0.3, -0.7], [0.1, 0.0, -1.9], [0.2, -0.3, 0.8], [0.3, -0.4, -0.7], [0.2, -0.4, 0.4], [-0.6, 0.8, 0.2], [0.1, -0.2, 0.0], [-1.3, 2.2, -1.5], [0.1, -0.1, 0.1], [-0.1, 0.0, -0.1], [0.0, 0.0, 0.0], [0.0, 0.1, 0.1], [0.1, -0.1, -0.1], [-0.2, 0.1, 0.1], [0.0, 0.3, 0.3], [0.4, 0.0, -0.4], [-0.3, -0.3, -0.1], [0.0, 0.0, -0.1], [0.0, -0.1, -0.1], [0.0, -0.1, -0.1], [0.1, 0.1, 0.0], [0.1, 0.1, 0.1], [0.0, 0.1, 0.0]], "lowdin_charge": [0.985, 0.003, -0.283, 0.062, -0.230, 0.005, 0.053, -0.057, -0.480, 0.044, -0.046, -0.294, -0.003, 0.055, -0.249, 0.007, 0.028, -0.072, -0.317, -0.006, 0.053, -0.239, 0.017, 0.100, 0.086, 0.076, 0.126, 0.095, 0.096, 0.093, 0.128, 0.075, 0.091, 0.102, 0.127, 0.096, 0.086, 0.097, 0.079, 0.095, 0.095, 0.132, 0.098, 0.095, 0.093, 0.877, -0.626, -0.053, -0.102, -0.032, -0.168, -0.013, -0.163, -0.017, -0.628, 0.878, -0.049, -0.134, -0.009, 0.122, 0.139, 0.118, 0.117, 0.123, 0.073, -0.345, 0.803, -0.340, 0.045, 0.026, 0.046, 0.050, 0.017, 0.047], "lumo_energy_ha": [-0.2552, -0.2579], "spin_multiplicity": 2, "homo_energy_ev": [-13.197, -13.640], "relative_energy_kj_mol": 135.3, "gap_ev": [6.25, 6.62], "total_charge": 2}

***

Please write out number 1 again, unchanged.
{"formula": "C9H14", "method": "ωB97M-V/def2-TZVPD", "elements": ["C", "C", "C", "C", "C", "C", "C", "H", "H", "H", "H", "H", "H", "H", "H", "C", "C", "H", "H", "H", "H", "H", "H"], "xyz": [[2.9835, -1.5531, -0.2089], [1.7485, -0.7931, 0.1908], [1.6441, -0.2096, 1.4508], [0.7004, 0.7868, 1.7035], [-0.0879, 1.3138, 0.7001], [0.1752, 0.8976, -0.6001], [1.0010, -0.1844, -0.8292], [3.8011, -0.8601, -0.3791], [2.8680, -2.0595, -1.1726], [3.2999, -2.3205, 0.5024], [2.1605, -0.6359, 2.3002], [0.5367, 0.9802, 2.7576], [-0.8668, 2.0215, 0.9520], [-0.2362, 1.4045, -1.4646], [1.0750, -0.5651, -1.8417], [-3.6608, 0.0387, -0.2454], [-3.1073, 0.0245, -1.6467], [-4.3445, -0.7915, -0.0718], [-2.8807, -0.0869, 0.5131], [-4.1903, 0.9428, 0.0742], [-2.4272, -0.8125, -1.7886], [-3.8675, -0.0133, -2.4240], [-2.5617, 0.9310, -1.9121]], "atomic_forces_ev_per_a": [[-0.2, -1.1, -0.3], [0.9, 1.7, -0.5], [-0.8, -0.5, 0.0], [-0.1, -1.1, 0.7], [0.4, 0.2, 0.1], [-0.4, -0.1, -0.2], [0.1, -0.3, 0.0], [0.2, 0.2, 0.3], [-0.2, 0.0, 0.1], [0.0, 0.2, 0.1], [0.4, 0.1, -0.1], [-0.1, 0.5, -0.1], [0.1, 0.2, -0.2], [-0.4, -0.1, 0.2], [0.3, 0.1, 0.0], [-0.1, -0.1, 1.0], [0.1, 0.5, -0.6], [-0.1, -0.1, -0.1], [0.2, 0.0, -0.2], [0.0, 0.0, -0.5], [0.0, -0.1, 0.0], [-0.3, -0.3, 0.1], [0.2, 0.0, 0.3]], "lowdin_charge": [-0.064, -0.269, -0.061, -0.096, -0.096, -0.101, -0.061, 0.082, 0.074, 0.077, 0.107, 0.100, 0.103, 0.097, 0.109, -0.175, -0.178, 0.060, 0.053, 0.065, 0.064, 0.060, 0.048], "lumo_energy_ha": 0.0373, "homo_energy_ev": -9.000, "relative_energy_kj_mol": 52.6, "gap_ev": 10.02, "smiles": "Cc1ccccc1.CC"}